Formula: C9H38O10
Source: OMol25
Level of theory: wB97M-V/def2-TZVPD

Results
- HOMO-LUMO gap: 9.163 eV
- LUMO: 0.178 eV

```
57
Properties=species:S:1:pos:R:3:lowdin_charge:R:1
O -2.68 1.47 2.73 -0.069
H -2.78 0.76 2.10 -0.104
H -1.79 1.37 3.06 -0.170
O 0.36 -0.72 2.51 0.018
H -0.15 -1.35 3.03 0.132
H 0.01 0.13 2.78 -0.040
O -0.46 0.77 0.92 0.021
H -1.30 0.32 1.03 0.046
H 0.17 0.07 0.72 -0.199
O -0.64 1.08 3.41 0.048
H -0.57 1.62 4.20 0.153
H -0.05 1.51 2.78 -0.004
O -1.71 2.25 -1.21 -0.041
H -1.34 2.98 -0.71 0.051
H -1.28 1.48 -0.87 -0.017
O -2.76 -0.04 1.00 -0.018
H -2.46 -0.36 0.14 0.010
H -3.23 -0.78 1.38 0.126
O 0.60 2.24 1.73 -0.057
H 0.15 2.95 1.26 0.073
H 0.18 1.44 1.41 -0.268
C -2.67 -0.20 -1.97 -0.025
C -1.89 -1.47 -1.49 -0.352
C -0.81 -1.96 -2.52 -0.026
O -1.20 -1.09 -0.30 -0.145
H -2.02 0.62 -2.27 0.063
H -3.40 0.13 -1.23 0.085
H -3.21 -0.54 -2.85 0.091
H -2.61 -2.24 -1.20 0.136
H -0.72 -3.04 -2.44 0.079
H 0.16 -1.46 -2.49 0.027
H -1.15 -1.75 -3.54 0.085
H -0.45 -1.67 -0.17 0.104
C 2.27 -2.09 1.74 -0.018
C 2.04 -1.40 0.36 -0.335
C 2.06 -2.44 -0.76 -0.038
O 0.81 -0.68 0.35 -0.132
H 3.03 -2.86 1.75 0.089
H 1.31 -2.46 2.11 0.078
H 2.45 -1.32 2.50 0.084
H 2.81 -0.66 0.13 0.146
H 2.95 -3.07 -0.80 0.087
H 2.10 -2.02 -1.77 0.076
H 1.23 -3.15 -0.75 0.085
H 0.63 -0.56 1.28 -0.040
C 0.73 0.51 -1.97 -0.045
C 1.54 1.81 -1.81 -0.421
C 1.63 2.18 -0.39 -0.051
O 2.82 1.50 -2.39 -0.043
H 1.25 -0.29 -1.44 0.051
H 0.50 0.27 -3.01 0.102
H -0.23 0.49 -1.47 0.041
H 1.13 2.68 -2.32 0.138
H 1.91 1.31 0.20 0.089
H 0.78 2.71 0.05 0.062
H 2.50 2.83 -0.31 0.104
H 3.44 2.21 -2.20 0.080
```

=====

Formula: C9H38O10
Source: OMol25
Level of theory: wB97M-V/def2-TZVPD

Results
- HOMO-LUMO gap: 10.144 eV
- LUMO: 0.155 eV

```
57
Properties=species:S:1:pos:R:3:lowdin_charge:R:1
C 3.91 1.20 -8.62 -0.062
C 2.65 1.80 -8.04 -0.503
C 2.64 1.63 -6.51 -0.058
O 2.47 3.17 -8.37 -0.057
H 4.77 1.80 -8.33 0.087
H 3.74 1.15 -9.69 0.076
H 4.06 0.20 -8.21 0.077
H 1.74 1.35 -8.44 0.130
H 2.79 0.58 -6.26 0.072
H 1.67 1.83 -6.06 0.071
H 3.37 2.25 -5.98 0.082
H 2.42 3.28 -9.32 0.084
C -4.87 -2.97 3.27 -0.075
C -5.42 -1.62 3.63 -0.504
C -4.49 -0.53 3.05 -0.063
O -6.71 -1.50 3.04 -0.053
H -4.70 -2.99 2.20 0.080
H -5.63 -3.74 3.43 0.081
H -3.95 -3.11 3.85 0.083
H -5.47 -1.51 4.71 0.137
H -3.45 -0.72 3.30 0.078
H -4.79 0.47 3.37 0.076
H -4.61 -0.49 1.97 0.076
H -6.59 -1.46 2.09 0.082
C 2.49 -3.61 5.06 -0.033
C 2.74 -5.09 4.52 -0.492
C 2.72 -6.16 5.67 -0.052
O 1.78 -5.44 3.61 -0.052
H 1.75 -3.59 5.86 0.070
H 2.21 -2.84 4.34 0.069
H 3.48 -3.33 5.39 0.068
H 3.70 -5.17 4.02 0.122
H 1.91 -5.97 6.37 0.074
H 3.66 -6.22 6.22 0.074
H 2.51 -7.14 5.26 0.068
H 1.99 -6.34 3.34 0.085
O 0.79 -3.18 -1.59 -0.054
H 0.68 -3.64 -0.76 0.028
H 1.32 -3.77 -2.12 0.028
O 0.56 1.27 -0.36 -0.056
H -0.03 1.80 -0.90 0.026
H 0.47 0.39 -0.71 0.028
O -5.82 1.79 -2.72 -0.054
H -6.47 2.42 -3.04 0.028
H -4.98 2.24 -2.79 0.026
O 3.97 5.01 0.31 -0.051
H 3.22 4.45 0.15 0.026
H 3.60 5.85 0.58 0.025
O -0.65 7.11 1.52 -0.053
H 0.08 7.71 1.71 0.028
H -0.45 6.32 2.04 0.026
O -2.05 4.87 -2.14 -0.055
H -1.54 5.22 -2.87 0.029
H -1.94 5.51 -1.43 0.026
O 0.60 3.35 3.92 -0.055
H 1.48 3.35 4.30 0.029
H 0.66 2.76 3.17 0.027
```

=====

Formula: C9H3Cl2F6NO6PdS2
Source: OMol25
Level of theory: wB97M-V/def2-TZVPD

Results
- HOMO-LUMO gap: 4.663 eV
- Charge: +2
- LUMO: -11.923 eV

```
30
Properties=species:S:1:pos:R:3:lowdin_charge:R:1
Pd 0.45 0.16 0.32 1.110
Cl -6.49 2.07 0.60 1.034
C -4.91 1.84 0.20 -0.552
C -4.42 2.28 -1.03 -0.063
C -3.10 2.06 -1.34 -0.499
Cl -2.42 2.54 -2.76 1.044
C -2.18 1.34 -0.35 -0.233
O -1.03 1.17 -0.69 0.037
C -2.76 0.90 0.94 -0.040
C -1.97 0.20 1.99 -0.059
O -0.80 -0.10 1.91 0.020
C -4.06 1.15 1.18 0.054
H -5.07 2.78 -1.74 0.147
H -2.51 -0.05 2.91 0.172
H -4.53 0.85 2.11 0.149
F 2.39 -3.34 2.60 0.190
C 3.07 -3.21 1.48 -0.693
F 4.24 -2.66 1.71 0.204
F 3.19 -4.36 0.86 0.206
S 2.06 -2.09 0.39 0.693
O 1.84 -0.86 1.26 -0.398
O 0.82 -2.71 0.04 -0.249
N 3.03 -1.74 -0.77 -0.265
S 2.77 -0.54 -1.74 0.713
O 2.65 -0.87 -3.11 -0.177
O 1.66 0.37 -1.24 -0.412
C 4.27 0.52 -1.48 -0.691
F 5.33 -0.17 -1.81 0.202
F 4.31 0.87 -0.21 0.168
F 4.14 1.59 -2.25 0.187
```

=====

Formula: C9H3Cl5F6NO6PdS2
Source: OMol25
Level of theory: wB97M-V/def2-TZVPD

Results
- HOMO-LUMO gap (spin up / spin down): 7.343 / 7.345 eV
- Charge: -1
- LUMO (spin up / spin down): 1.794 / 1.795 eV

```
33
Properties=species:S:1:pos:R:3:lowdin_charge:R:1
Pd -0.37 0.23 0.55 0.947
F 0.28 1.47 3.26 0.143
C -0.84 0.96 3.76 -0.699
F -1.87 1.70 3.40 0.147
F -0.74 0.97 5.09 0.130
S -1.07 -0.83 3.25 0.611
O 0.22 -1.36 2.94 -0.288
O -1.84 -1.39 4.32 -0.267
N -1.99 -0.63 1.89 -0.355
S -2.14 -1.98 1.01 0.587
O -0.95 -2.19 0.21 -0.328
O -2.74 -3.08 1.68 -0.249
C -3.44 -1.38 -0.16 -0.687
F -3.66 -2.36 -1.05 0.137
F -4.58 -1.13 0.48 0.149
F -3.08 -0.29 -0.83 0.113
Cl 4.76 -0.67 -4.83 0.634
C 3.80 -0.37 -3.42 -0.730
C 2.42 -0.41 -3.48 -0.707
Cl 1.64 -0.77 -4.98 0.659
C 1.64 -0.16 -2.35 -0.588
Cl -0.08 -0.20 -2.47 0.727
C 2.22 0.15 -1.10 -0.467
O 1.58 0.38 -0.01 -0.207
C 3.64 0.19 -1.08 -0.611
Cl 4.39 0.56 0.43 0.709
C 4.41 -0.06 -2.20 -0.707
Cl 6.13 0.00 -2.10 0.654
C -1.58 2.53 -0.48 -0.249
O -0.80 2.10 0.60 -0.380
H -1.22 2.14 -1.44 0.035
H -1.50 3.62 -0.51 0.077
H -2.64 2.26 -0.37 0.062
```

=====

Formula: C9H40BCrO9
Source: OMol25
Level of theory: wB97M-V/def2-TZVPD

Results
- Multiplicity: 4
- HOMO-LUMO gap (spin up / spin down): 3.341 / 5.114 eV
- Charge: +2
- LUMO (spin up / spin down): -10.550 / -8.779 eV

```
60
Properties=species:S:1:pos:R:3:lowdin_charge:R:1
Cr -1.42 1.36 -1.22 1.278
B -0.20 0.13 0.10 -0.363
H -0.01 0.81 0.92 0.024
H -1.26 0.02 -0.04 -0.001
H 0.26 0.55 -0.78 -0.002
H 0.26 -0.81 0.37 0.054
C -1.28 -1.73 -2.32 -0.032
O -1.38 -0.32 -2.59 -0.169
H -1.85 -2.25 -3.09 0.118
H -0.27 -2.10 -2.48 0.105
H -1.57 -1.98 -1.30 0.104
H -1.23 -0.27 -3.54 0.130
C -2.32 1.51 1.98 -0.094
O -2.16 2.18 0.75 -0.162
H -2.22 0.42 1.95 0.096
H -1.60 1.77 2.76 0.118
H -3.33 1.50 2.37 0.109
H -2.51 3.05 0.96 0.128
C -0.28 4.37 -0.39 -0.038
O 0.00 2.95 -0.65 -0.206
H -0.31 4.64 0.67 0.105
H 0.52 4.94 -0.86 0.107
H -1.20 4.75 -0.82 0.096
H 0.88 2.84 -0.31 0.040
C -4.72 0.98 -0.45 -0.045
O -3.45 0.42 -0.82 -0.158
H -5.52 0.68 -1.13 0.115
H -4.94 0.81 0.61 0.104
H -4.68 2.07 -0.53 0.096
H -3.59 -0.53 -0.76 0.121
C 1.19 -0.77 3.41 -0.117
O 0.20 -1.39 2.62 -0.144
H 0.77 0.18 3.73 0.078
H 1.35 -1.38 4.30 0.098
H 2.14 -0.58 2.91 0.084
H 0.14 -0.88 1.81 -0.024
C -0.37 -4.88 1.84 -0.132
O 0.44 -3.87 1.27 -0.144
H -1.44 -4.65 1.87 0.078
H -0.26 -5.81 1.29 0.087
H 0.04 -5.10 2.82 0.089
H 0.46 -3.15 1.90 0.034
C 3.10 2.00 0.93 -0.106
O 2.62 2.86 -0.08 -0.114
H 2.85 2.35 1.93 0.093
H 2.65 1.02 0.79 0.071
H 4.18 1.84 0.90 0.101
H 3.30 3.52 -0.23 0.112
C 3.26 -2.88 -0.71 -0.163
O 2.30 -3.88 -1.00 -0.126
H 3.80 -2.42 -1.53 0.075
H 2.68 -2.06 -0.29 0.051
H 3.96 -3.28 0.02 0.086
H 1.72 -4.01 -0.25 0.028
C 1.83 0.41 -3.31 -0.080
O 0.94 1.45 -2.85 -0.164
H 1.50 -0.59 -3.04 0.075
H 1.98 0.40 -4.39 0.100
H 2.78 0.52 -2.77 0.095
H 1.22 2.27 -3.26 0.099
```

=====

Formula: C9H4BiCl2FeN2O3
Source: OMol25
Level of theory: wB97M-V/def2-TZVPD

Results
- Multiplicity: 6
- HOMO-LUMO gap (spin up / spin down): 4.475 / 4.245 eV
- Charge: +4
- LUMO (spin up / spin down): -16.930 / -16.930 eV

```
22
Properties=species:S:1:pos:R:3:lowdin_charge:R:1
Bi 0.08 1.17 -7.22 1.599
Fe 0.11 -0.07 0.33 0.761
Cl -0.74 3.43 -6.61 0.084
Cl 1.76 -1.04 -0.62 0.334
C -0.83 -1.66 0.74 -0.008
C -0.47 1.54 -9.58 -0.070
C 0.68 -1.31 -8.44 -0.073
O -1.10 -2.27 1.71 0.251
O -0.76 1.76 -10.66 0.277
O 0.91 -2.29 -8.98 0.182
N 0.08 0.09 7.26 0.309
C 0.10 0.28 6.10 -0.077
C 0.12 0.49 4.68 -0.116
C 1.34 0.38 4.00 0.072
C 1.36 0.53 2.63 -0.040
N 0.17 0.74 1.96 -0.152
C -1.01 1.01 2.63 -0.040
C -1.05 0.88 4.01 0.079
H 2.27 0.16 4.55 0.170
H 2.29 0.45 2.04 0.139
H -1.89 1.21 2.03 0.149
H -1.97 1.06 4.57 0.168
```

=====

Formula: C9H4BrMnNO4
Source: OMol25
Level of theory: wB97M-V/def2-TZVPD

Results
- Multiplicity: 5
- HOMO-LUMO gap (spin up / spin down): 10.402 / 6.358 eV
- Charge: +3
- LUMO (spin up / spin down): -12.319 / -16.272 eV

```
20
Properties=species:S:1:pos:R:3:lowdin_charge:R:1
Mn -0.55 -0.23 -1.70 0.457
O -1.06 2.68 -1.70 0.310
C -0.86 1.55 -1.70 -0.032
C 1.15 -0.85 -1.70 -0.026
O 2.23 -1.25 -1.70 0.318
C -1.94 -1.40 -1.70 -0.008
O -2.82 -2.14 -1.70 0.318
C -0.55 -0.23 -3.51 -0.059
O -0.55 -0.23 -4.66 0.338
Br -0.64 -2.01 3.76 1.302
C -0.03 -0.71 2.50 -0.506
C 0.78 0.35 2.90 0.017
C 1.22 1.28 1.97 0.077
C 0.85 1.14 0.62 0.011
N 0.05 0.10 0.24 -0.049
C -0.39 -0.82 1.15 -0.057
H 1.06 0.45 3.94 0.152
H 1.85 2.11 2.27 0.159
H 1.21 1.86 -0.10 0.151
H -1.01 -1.64 0.83 0.127
```

=====

Formula: C9H4N2O2S
Source: OMol25
Level of theory: wB97M-V/def2-TZVPD

Results
- HOMO-LUMO gap: 8.320 eV
- LUMO: -1.112 eV

```
18
Properties=species:S:1:pos:R:3:lowdin_charge:R:1
O 1.51 -0.63 2.60 0.158
C 1.15 -0.64 1.46 -0.367
C -0.11 -0.03 0.79 -0.072
C -1.00 1.03 1.21 0.002
C -2.09 1.37 0.28 -0.045
C -2.22 0.67 -1.00 -0.053
C -1.32 -0.42 -1.41 0.007
C -0.26 -0.76 -0.49 -0.048
C 0.89 -1.81 -0.57 -0.335
O 0.98 -2.82 -1.21 0.162
N 1.84 -1.32 0.39 -0.030
N 3.07 -0.79 -0.08 0.085
C 3.04 0.43 -0.26 -0.647
S 2.61 1.98 -0.39 0.746
H -0.84 1.54 2.18 0.119
H -2.80 2.18 0.58 0.103
H -3.04 0.97 -1.68 0.099
H -1.40 -0.95 -2.38 0.118
```

=====

Formula: C9H54NO19
Source: OMol25
Level of theory: wB97M-V/def2-TZVPD

Results
- HOMO-LUMO gap: 6.211 eV
- Charge: -1
- LUMO: 1.980 eV

```
83
Properties=species:S:1:pos:R:3:lowdin_charge:R:1
C -1.17 -0.29 2.40 0.008
C -0.96 1.04 1.55 -0.337
C 0.38 1.70 2.03 -0.086
C 1.63 1.10 1.50 -0.182
C 1.55 0.83 -0.03 0.005
C 0.24 0.04 -0.52 -0.216
N -0.90 0.83 0.04 -0.005
O -2.25 0.78 -0.64 -0.205
C 0.36 -1.49 -0.18 -0.028
C 0.24 0.18 -2.11 -0.028
C -2.04 1.98 2.05 -0.031
H -0.36 -0.99 2.58 0.059
H -2.02 -0.82 1.97 0.086
H -1.53 -0.11 3.41 0.058
H 0.50 1.58 3.11 0.124
H 0.27 2.74 1.73 0.083
H 1.93 0.21 2.04 0.075
H 2.49 1.69 1.83 0.133
H 2.43 0.22 -0.26 0.092
H 1.58 1.82 -0.47 0.139
H 1.22 -1.91 -0.70 0.042
H -0.51 -2.08 -0.48 0.034
H 0.54 -1.73 0.87 0.073
H -0.64 -0.31 -2.53 0.093
H 1.13 -0.36 -2.44 0.008
H 0.23 1.23 -2.40 0.068
H -3.04 1.65 1.79 0.073
H -2.02 2.93 1.50 0.112
H -2.21 2.21 3.10 0.089
O -1.35 2.38 -2.91 0.158
H -0.52 2.08 -3.28 -0.041
H -2.02 2.02 -3.49 0.113
O 3.16 -1.26 1.03 0.158
H 3.84 -1.53 1.64 0.191
H 3.20 -0.30 1.03 -0.022
O 1.89 -2.78 1.03 -0.001
H 2.30 -1.91 1.04 -0.194
H 2.22 -3.18 0.22 0.121
O -0.96 -1.84 -2.63 -0.113
H -1.05 -2.79 -2.54 0.055
H -1.51 -1.48 -1.93 -0.188
O 1.34 -2.61 -2.30 -0.070
H 0.64 -3.26 -2.30 0.071
H 0.92 -1.81 -2.61 0.013
O 1.90 -0.07 -3.54 0.001
H 1.80 -0.41 -4.43 0.133
H 2.16 -0.83 -3.02 0.079
O -3.38 0.89 4.36 -0.068
H -3.21 1.03 3.43 -0.029
H -2.57 0.49 4.69 0.021
O 0.18 -3.28 1.94 -0.111
H -0.26 -3.60 1.16 -0.154
H 0.94 -2.80 1.61 -0.244
O 3.19 -1.48 -0.96 -0.039
H 2.31 -1.81 -1.15 -0.045
H 3.18 -1.31 -0.02 -0.271
O 0.68 1.71 -3.71 -0.034
H 0.94 0.83 -3.45 -0.079
H 1.17 1.88 -4.51 0.111
O -0.80 -3.58 0.06 0.008
H -0.78 -3.22 -0.83 0.046
H -1.56 -3.17 0.47 0.103
O 3.93 0.76 1.32 0.008
H 3.10 1.20 1.51 -0.093
H 4.57 1.22 1.87 0.119
O -3.54 1.72 -1.89 -0.030
H -2.90 1.50 -1.21 -0.185
H -3.09 1.55 -2.72 0.004
O 1.66 0.07 3.82 -0.052
H 1.35 0.17 2.92 -0.065
H 1.92 -0.85 3.89 0.063
O -2.25 -1.22 -1.08 0.040
H -2.61 -1.65 -0.31 0.102
H -1.93 -0.38 -0.77 -0.108
O -4.06 0.42 0.51 -0.061
H -4.27 0.07 -0.36 0.040
H -3.14 0.19 0.64 -0.019
O 0.13 3.77 0.00 -0.077
H -0.46 3.09 -0.32 -0.283
H 0.15 3.65 0.95 -0.044
O -1.15 2.69 -1.02 0.038
H -1.25 2.57 -1.96 -0.300
H -1.22 1.81 -0.66 -0.108
```

=====

Formula: C9H58N2O19
Source: OMol25
Level of theory: wB97M-V/def2-TZVPD

Results
- HOMO-LUMO gap: 6.486 eV
- LUMO: -0.709 eV

```
88
Properties=species:S:1:pos:R:3:lowdin_charge:R:1
N -1.77 2.27 1.24 0.283
H -1.10 2.96 0.92 0.057
H -1.88 2.20 2.24 0.064
H -1.58 1.34 0.90 0.047
H -2.68 2.49 0.86 0.128
C 0.95 -2.10 1.12 0.005
C 0.83 -0.54 1.05 -0.460
C 2.05 0.18 0.48 -0.140
C 2.35 0.01 -1.06 -0.121
C 1.09 0.59 -1.78 -0.127
C -0.26 -0.04 -1.30 -0.495
N -0.31 -0.07 0.21 -0.127
O -1.58 -0.49 0.80 -0.305
C -0.36 -1.40 -1.91 -0.029
C -1.33 0.86 -1.93 -0.028
C 0.77 -0.09 2.54 -0.027
H 1.64 -2.38 1.92 0.053
H 1.36 -2.62 0.25 0.060
H 0.04 -2.64 1.36 0.079
H 2.96 -0.03 1.04 0.094
H 1.82 1.23 0.63 0.093
H 2.58 -1.04 -1.23 0.096
H 3.25 0.55 -1.35 0.103
H 1.16 0.30 -2.83 0.108
H 0.99 1.67 -1.73 0.081
H 0.41 -2.11 -1.60 0.076
H -0.36 -1.32 -3.00 0.091
H -1.33 -1.76 -1.59 0.055
H -1.20 1.81 -1.42 0.058
H -2.31 0.51 -1.62 0.071
H -1.24 0.98 -3.01 0.099
H 1.64 -0.31 3.15 0.068
H -0.05 -0.65 3.00 0.062
H 0.52 0.96 2.69 0.076
O -4.09 0.50 1.53 -0.067
H -3.32 0.08 1.15 -0.037
H -4.53 -0.20 2.01 0.044
O 1.95 -2.57 -4.41 -0.046
H 1.99 -1.95 -3.67 -0.002
H 1.76 -3.41 -4.00 0.029
O -3.84 -1.79 -0.58 -0.042
H -3.00 -1.35 -0.63 -0.025
H -4.48 -1.13 -0.85 0.038
O 2.41 -5.19 -1.45 -0.046
H 2.60 -4.42 -0.91 0.010
H 1.52 -5.45 -1.20 0.036
O -1.84 2.78 3.91 -0.020
H -1.78 3.72 4.10 0.064
H -1.22 2.38 4.51 0.051
O 4.44 0.97 3.91 -0.065
H 3.97 0.31 3.40 -0.031
H 5.01 0.46 4.49 0.032
O -1.99 -4.06 -0.32 -0.064
H -2.07 -3.10 -0.26 -0.030
H -2.44 -4.28 -1.13 -0.016
O 3.85 -1.69 2.95 -0.042
H 4.36 -2.25 2.36 0.057
H 2.95 -1.76 2.63 -0.019
O 0.95 4.04 -2.79 -0.028
H 1.22 4.96 -2.91 0.075
H 1.54 3.55 -3.36 0.077
O -3.49 -3.90 -2.60 -0.057
H -4.44 -3.83 -2.62 0.050
H -3.18 -3.05 -2.93 -0.011
O -1.68 4.36 -2.76 -0.046
H -0.74 4.14 -2.75 -0.030
H -1.82 4.81 -1.92 0.039
O 6.46 -0.81 0.40 -0.048
H 5.91 -0.17 0.84 0.013
H 7.23 -0.90 0.96 0.035
O -2.35 -2.37 2.68 -0.056
H -1.71 -2.28 3.38 0.007
H -1.95 -1.95 1.92 -0.040
O -3.67 2.89 -4.24 -0.060
H -4.31 2.45 -3.69 0.021
H -2.99 3.18 -3.63 -0.029
O -3.57 -1.39 -3.61 -0.033
H -3.20 -0.70 -4.18 0.056
H -4.28 -0.96 -3.14 0.044
O 3.68 3.49 0.99 -0.049
H 3.01 3.35 1.66 0.024
H 4.28 2.76 1.10 0.025
O -0.80 -0.54 5.86 -0.040
H -0.24 -1.29 5.62 0.031
H -0.29 0.23 5.62 0.015
O 0.12 3.85 0.08 -0.036
H 0.14 4.77 -0.19 0.061
H 0.87 3.45 -0.37 0.033
```